Formula: C25H57N3O3
Source: OMol25
Level of theory: ωB97M-V/def2-TZVPD

Properties
Total charge: +2
Frontier orbital gap, eV: 9.8
HOMO, Eh: -0.49441

Each line ends with the Mulliken charge.
Atoms and positions in Å:
1 C -2.686259 -3.492779 2.925858  -1.46
2 C -3.136763 -2.084228 2.731477  -0.15
3 C -2.219623 -1.043172 3.303368  0.27
4 N -2.802065 0.289606 3.593418  0.29
5 C -3.434308 1.023573 2.466096  -0.90
6 C -2.434911 1.575983 1.442989  0.55
7 C -1.435841 2.527123 2.054681  -0.96
8 C -0.666313 1.696050 3.087123  0.08
9 C -1.723612 1.164053 4.113094  -0.92
10 C -3.899561 0.158627 4.659996  -1.03
11 H -3.439665 -4.159336 2.574688  0.45
12 H -2.353107 -3.735269 3.963928  0.37
13 H -1.797995 -3.773359 2.337970  0.21
14 H -4.143700 -2.013629 3.145416  0.23
15 H -3.276556 -1.968332 1.663719  0.24
16 H -1.355590 -0.806613 2.653213  -0.28
17 H -1.809706 -1.423747 4.243437  0.42
18 H -4.048709 0.252832 2.010133  0.48
19 H -4.038267 1.838459 2.885718  0.41
20 H -1.948092 0.780950 0.851349  -0.58
21 H -3.045548 2.186219 0.742695  0.52
22 H -0.886056 3.069461 1.212558  0.27
23 H -1.896186 3.360833 2.513494  0.47
24 H -0.045105 0.917799 2.591392  -0.11
25 H -0.060756 2.337853 3.780788  0.44
26 H -1.115302 0.600400 4.826592  0.32
27 H -2.152111 2.017338 4.681444  0.40
28 H -4.766017 -0.394235 4.253206  0.41
29 H -4.216547 1.147618 4.948446  0.48
30 H -3.465504 -0.377662 5.508746  0.36
31 C -3.195313 1.152526 -3.924372  -1.56
32 C -1.898952 0.296554 -3.664182  0.13
33 C -2.185103 -1.222885 -3.756163  -0.60
34 N -1.081558 -2.132506 -3.343640  0.46
35 C -1.302350 -2.314242 -1.835737  -0.44
36 C -0.219266 -3.226103 -1.252350  -0.28
37 C -0.238771 -4.682016 -1.869136  -0.69
38 C -0.128032 -4.532941 -3.392663  -0.98
39 C -1.115099 -3.486364 -3.988595  -0.55
40 C 0.264606 -1.526611 -3.679799  -1.33
41 H -2.884738 2.187897 -4.047807  0.42
42 H -3.887957 1.171262 -3.046333  0.32
43 H -3.801084 0.946513 -4.778267  0.40
44 H -1.524136 0.555091 -2.679036  0.06
45 H -1.279412 0.633571 -4.481834  0.34
46 H -2.431841 -1.537691 -4.775778  0.48
47 H -3.010927 -1.423896 -3.090607  0.21
48 H -2.315872 -2.683711 -1.709087  0.48
49 H -1.213262 -1.383699 -1.250455  -0.06
50 H -0.365542 -3.276128 -0.159877  0.20
51 H 0.777806 -2.917212 -1.450616  0.16
52 H -1.172912 -5.252768 -1.648627  0.34
53 H 0.634242 -5.237537 -1.463864  0.40
54 H -0.271510 -5.469327 -3.918037  0.43
55 H 0.840346 -4.238147 -3.547092  0.38
56 H -2.128381 -3.890867 -3.859998  0.45
57 H -1.017165 -3.264226 -5.060011  0.51
58 H 0.486084 -0.724012 -2.991114  0.40
59 H 0.150242 -1.213516 -4.696846  0.42
60 H 1.016656 -2.263089 -3.574234  0.51
61 C 4.540897 4.555774 -0.854761  -0.82
62 N 5.193124 3.320115 -0.139141  0.10
63 C 5.645928 2.446102 -1.309053  -0.93
64 C 6.416458 3.620188 0.630307  -0.92
65 C 4.246190 2.527333 0.798001  -0.70
66 C 2.818874 2.511911 0.468895  0.15
67 O 2.773319 1.945575 -0.859322  -0.31
68 H 4.209802 5.357073 -0.176860  0.33
69 H 3.641887 4.197889 -1.348895  0.32
70 H 5.313205 4.941169 -1.550715  0.41
71 H 4.809600 1.947452 -1.731380  0.29
72 H 6.356730 1.717028 -1.003875  0.39
73 H 6.148030 3.146080 -2.007988  0.46
74 H 6.244636 4.383391 1.435232  0.35
75 H 7.183572 4.068439 -0.023349  0.39
76 H 6.793418 2.709572 1.063614  0.43
77 H 4.462691 2.882290 1.845923  0.29
78 H 4.566101 1.463549 0.779213  0.31
79 H 2.400704 3.431154 0.527864  0.46
80 H 2.253413 1.821288 1.097106  -0.22
81 H 1.982546 1.382987 -0.996699  0.33
82 C 2.124023 -0.899980 0.918093  -1.26
83 C 0.791417 -0.474202 0.244149  0.58
84 O 0.901258 0.097440 -0.831520  -0.89
85 O -0.288236 -0.724287 0.867939  -0.81
86 H 2.943070 -1.066247 0.154064  0.30
87 H 1.930254 -1.861431 1.455184  0.37
88 H 2.396054 -0.164007 1.717070  0.32

Forces on the atoms, in the same order (eV/Å):
C 2.0 -0.9 0.7
C -0.9 0.4 -0.5
C 1.4 -0.1 -0.6
N -1.2 0.9 1.7
C 0.3 -0.5 -1.2
C -1.2 0.6 -0.9
C 1.4 -0.3 -1.4
C -0.3 1.0 0.6
C 1.9 0.4 0.8
C 0.5 -0.6 -0.4
H -0.7 -0.6 0.2
H -0.8 0.2 -0.5
H -0.1 0.5 -0.1
H 0.0 0.1 0.2
H 0.0 0.4 -0.4
H -0.4 -0.6 0.0
H -0.1 0.3 0.1
H -0.5 0.3 -0.3
H 0.1 -0.3 0.0
H -0.1 0.3 0.4
H 0.1 -0.6 0.2
H 0.0 -1.2 1.1
H -0.9 0.8 0.9
H -0.5 0.4 0.6
H -0.1 -0.5 -0.9
H -0.5 -0.2 0.2
H 0.0 -0.5 -0.6
H 0.6 0.3 0.1
H 0.0 0.3 0.1
H -0.2 0.1 -0.1
C 0.1 0.2 2.0
C -1.8 -0.1 -0.9
C -0.2 0.7 -1.0
N 0.8 0.2 2.1
C 1.9 -0.1 0.6
C -1.5 -2.4 0.1
C -0.9 0.4 0.3
C -1.9 0.3 0.5
C -0.9 -0.6 -0.1
C -1.2 0.2 0.6
H 0.1 0.1 0.0
H 0.5 -0.2 -0.6
H -0.1 -0.7 -0.8
H 0.4 0.1 0.0
H 0.9 -0.2 0.2
H -0.2 0.4 0.1
H -0.4 -0.3 -0.1
H 0.1 -0.4 -0.1
H -0.1 0.2 -0.8
H 0.1 0.1 -0.5
H 0.8 1.0 0.0
H 0.6 0.5 0.2
H -0.7 0.2 -0.4
H -0.2 -0.1 -0.1
H 2.5 0.7 -0.9
H 0.1 0.3 0.0
H 0.4 -0.5 0.2
H -0.1 0.3 0.0
H 0.4 0.3 -0.6
H 0.6 -0.7 -0.1
C 0.5 -0.2 0.9
N -1.0 -0.3 -1.0
C 0.4 1.4 -0.2
C 0.5 2.1 0.5
C 1.9 -0.5 1.8
C 0.1 -3.5 -2.1
O 0.2 1.1 0.1
H 0.5 -0.5 0.2
H 0.3 -0.2 -0.3
H -0.7 -0.2 0.4
H -0.8 -0.1 -0.4
H 0.6 -0.5 0.7
H -0.4 -0.7 0.3
H -0.2 -0.8 -0.7
H -0.4 -0.4 0.1
H 0.1 -0.3 0.1
H -0.4 -0.1 -1.1
H 0.3 0.7 -0.2
H -1.6 3.1 0.0
H 0.3 0.3 0.6
H -0.1 -0.3 0.4
C 0.0 -0.9 0.3
C 0.0 -1.1 2.6
O -0.5 1.1 -2.3
O 0.9 0.1 -0.6
H -0.9 0.5 1.0
H 0.3 0.7 -0.4
H 0.0 -0.5 -0.8

***

Formula: C5H15NO2
Source: OMol25
Level of theory: ωB97M-V/def2-TZVPD

Properties
Total charge: +1
Frontier orbital gap (alpha / beta), eV: 11.3 / 6.3
Relative energy (zero: lowest compared OMol25 entry of this formula, charge and spin), kJ/mol: 197.7
Spin multiplicity: 2
HOMO (alpha / beta), Eh: -0.52999 / -0.52635

Each line ends with the Mulliken spin population.
Atoms and positions in Å:
1 C -0.425906 1.359404 2.030823  0.01
2 N 0.611394 0.332112 1.708728  0.75
3 C 0.110482 -0.846723 1.053498  0.03
4 C 0.797196 -1.159833 -0.315084  0.08
5 C 1.570154 -0.046461 -1.000467  0.02
6 O 0.983400 0.205851 -2.259117  0.03
7 C -1.225891 1.906996 0.825732  0.02
8 H 0.105641 2.234426 2.404946  0.01
9 H -1.056126 0.934942 2.804558  0.05
10 H 1.194201 0.114355 2.517578  -0.02
11 H -0.974140 -0.726863 0.928308  0.00
12 H 0.235769 -1.771995 1.658396  0.03
13 H 0.009045 -1.534353 -0.972436  0.00
14 H 1.348089 -2.080075 -0.204287  0.00
15 H 1.538773 0.861768 -0.367940  0.00
16 H 2.596237 -0.355845 -1.149139  0.00
17 H 1.663835 0.389799 -2.910683  0.00
18 H -0.473705 2.346270 0.173378  0.00
19 H -2.091162 2.495663 1.054461  0.00
20 H -1.596794 1.056650 0.218941  0.00
21 H -1.946021 -0.742343 -1.329064  0.00
22 H -1.775392 -1.599202 -2.447635  0.00
23 O -2.074773 -1.675918 -1.528606  0.00

Forces on the atoms, in the same order (eV/Å):
C 0.8 1.6 -1.0
N -2.6 -0.7 1.3
C -0.3 -0.7 -0.7
C -0.7 -0.9 -0.1
C -0.1 0.1 -0.1
O -0.3 0.0 0.2
C 1.2 -2.6 -0.9
H 0.1 -0.3 0.6
H -0.1 -0.3 0.3
H 0.7 0.5 -0.4
H 0.4 0.1 -0.2
H 0.3 0.8 0.1
H -0.1 0.5 0.0
H 0.8 0.0 0.2
H 0.2 0.0 -0.2
H 0.4 0.1 0.2
H 0.1 0.1 -0.1
H -0.4 0.7 0.0
H 0.0 0.6 0.4
H -0.1 0.4 0.3
H -0.4 0.2 0.6
H -0.2 -0.8 -0.2
O 0.4 0.7 -0.6

***

Formula: C4H9N2O
Source: OMol25
Level of theory: ωB97M-V/def2-TZVPD

Properties
Total charge: +2
Frontier orbital gap (alpha / beta), eV: 10.3 / 6.8
Relative energy (zero: lowest compared OMol25 entry of this formula, charge and spin), kJ/mol: 73.6
Spin multiplicity: 2
HOMO (alpha / beta), Eh: -0.73319 / -0.73285

Each line ends with the Mulliken spin population.
Atoms and positions in Å:
1 C -0.845190 1.983999 -0.545564  0.03
2 C -0.096943 0.747319 -0.640525  0.37
3 C -0.643866 -0.564420 -0.909775  0.32
4 N 0.358604 -1.483412 -0.767444  -0.02
5 C 1.469575 -0.881293 -0.223723  0.27
6 N 1.322157 0.486960 -0.348031  -0.07
7 H -1.074662 2.153476 0.572937  0.07
8 H -1.812273 1.945557 -1.110284  0.01
9 H -0.192394 2.761696 -0.884562  0.02
10 H -1.631391 -0.891934 -1.270880  0.00
11 H 0.158812 -2.438695 -0.642463  0.00
12 H 2.281140 -1.468393 0.268981  0.00
13 H 2.104948 1.198769 -0.101160  0.00
14 H -1.243505 -0.963263 2.224100  0.00
15 H 0.233632 -1.208900 2.565366  0.00
16 O -0.388645 -1.377465 1.813025  0.01

Forces on the atoms, in the same order (eV/Å):
C -0.5 -0.3 0.7
C 1.9 -1.5 0.4
C 1.4 -1.0 -0.5
N 0.0 3.1 1.0
C -0.8 1.2 -0.9
N -1.2 -0.6 0.7
H 0.3 -0.1 -1.3
H 0.9 0.0 0.5
H 0.1 1.0 -0.1
H 0.4 0.5 0.4
H -0.1 -1.8 0.0
H -0.4 0.8 -0.7
H -1.9 -1.4 -0.4
H 2.0 -1.4 -1.1
H -0.6 -0.5 -0.7
O -1.5 2.0 2.1

***

Number 1: E_tot -1376.17801 hartree. Number 2: E_tot -404.38366 hartree. Number 3: E_tot -341.81632 hartree.